ORCA calculation (ωB97M-V/def2-TZVPD) on a molecular structure, C10H40KO10.

Each line ends with the Mulliken charge.
Cartesian coordinates (Å):
C1 3.469 0.021 -3.123  -0.43
H1 -2.067 2.948 -2.234  0.27
K1 0.286 0.598 0.342  0.50
O1 1.183 -1.638 -0.839  0.08
O2 -1.671 2.563 1.743  -0.27
C2 -3.475 0.321 0.452  -0.02
H2 -0.554 -1.749 -1.866  0.17
H3 -3.439 1.305 -0.015  -0.37
H4 0.805 3.474 -0.920  0.17
C3 -0.531 -0.670 3.614  -0.45
H5 2.036 -2.077 -0.875  0.02
H6 -1.718 5.270 -2.095  0.31
H7 -1.256 0.054 3.243  0.07
H8 1.450 -3.335 1.697  0.10
H9 -1.575 3.491 -0.690  0.02
H10 0.702 -4.268 0.476  0.12
H11 -0.521 -0.740 4.701  0.36
H12 3.257 -0.918 -2.611  0.11
H13 2.222 2.951 -1.924  0.28
H14 1.129 -4.986 2.086  0.36
C4 1.446 -4.338 1.270  -0.35
C5 -2.402 3.560 -1.396  -0.26
O3 -2.502 4.945 -1.646  -0.58
H15 -2.852 -5.287 -0.203  0.27
H16 0.868 3.992 -2.533  0.25
H17 3.893 0.660 -2.349  0.13
C6 1.151 3.150 -1.902  -0.54
C7 -3.532 -4.460 0.002  -0.73
H18 -0.800 -1.648 3.213  0.24
O4 2.344 0.525 -3.728  -0.56
H19 -0.591 4.034 2.693  0.30
H20 4.257 -0.180 -3.849  0.37
H21 0.883 -2.300 -2.810  0.28
H22 -3.285 3.119 -0.935  0.20
O5 -2.825 -3.222 -0.224  -0.50
H23 1.062 1.500 -2.832  0.33
H24 -1.425 3.016 3.852  0.33
C8 0.399 -2.276 -1.834  -0.64
H25 -4.459 -0.044 0.156  0.33
O6 2.733 -4.792 0.865  -0.50
H26 4.267 1.375 0.079  0.28
O7 -2.431 -0.527 0.037  -0.27
H27 3.126 -4.191 0.228  0.28
H28 -2.603 2.744 1.887  0.22
H29 0.121 -3.301 -1.589  0.27
H30 -2.713 -1.439 0.145  0.36
H31 1.474 -0.683 3.524  0.22
O8 0.509 1.982 -2.214  -0.34
O9 0.754 -0.274 3.037  -0.37
H32 -3.334 0.432 1.527  0.22
H33 -0.028 2.327 2.973  0.17
H34 2.068 -0.149 -4.354  0.27
C9 3.657 1.334 0.981  -0.71
H35 -2.857 -3.111 -1.177  0.24
O10 2.478 2.115 0.820  -0.31
H36 2.720 3.026 0.634  0.21
H37 -4.446 -4.686 -0.547  0.30
H38 3.499 0.297 1.279  0.23
C10 -0.879 3.005 2.909  -0.66
H39 -3.777 -4.532 1.062  0.29
H40 4.300 1.684 1.789  0.35

## Properties
Total charge: +1
E_HOMO: -12.07 eV
DFT total energy: -1757.00851 Ha
Frontier orbital gap: 0.3556 Eh



ORCA calculation (ωB97M-V/def2-TZVPD) on 10 unconnected molecules or ions with the total composition C10H40N14O10.

Each line ends with the Mulliken charge.
Cartesian coordinates (Å):
C1 0.858 4.092 -0.427  0.50
O1 0.281 5.126 -0.801  -0.73
H1 -3.776 3.830 -2.373  0.45
H2 0.052 -5.610 -0.196  0.16
N1 1.906 -4.119 3.217  -0.27
H3 1.002 2.150 3.592  0.23
C2 -2.458 2.050 2.294  0.44
H4 -0.532 -0.541 -2.883  0.19
C3 -0.485 -1.385 -0.971  0.52
H5 -0.106 3.122 -3.840  0.18
N2 -0.362 -0.861 0.286  0.20
O2 2.692 1.529 1.027  -0.87
N3 -0.645 -0.381 -1.901  -0.14
H6 1.853 -2.225 1.509  0.06
C4 -1.216 2.439 -5.315  0.61
O3 -0.278 -2.562 -1.234  -0.82
H7 -0.873 -0.010 0.503  0.35
H8 -1.375 -0.747 3.569  -0.31
O4 2.739 -3.247 -5.291  -0.49
O5 -0.447 -2.503 2.836  -0.43
N4 -0.448 3.244 -6.113  -0.39
O6 3.876 -4.599 2.171  -0.71
N5 -3.142 1.454 3.293  -0.40
H9 -3.020 0.489 3.532  0.12
H10 2.578 3.176 0.082  0.25
H11 -1.997 4.123 -2.177  0.21
O7 -2.778 2.357 -1.329  -0.50
H12 -0.625 0.514 -1.452  -0.01
O8 -1.594 1.505 1.597  -0.30
H13 -0.816 3.551 -6.997  0.23
H14 0.969 2.130 0.045  0.29
H15 4.198 1.181 3.183  0.24
H16 -1.462 -6.926 2.583  0.24
C5 2.852 -3.921 2.245  0.45
H17 -1.516 2.118 -3.417  0.12
H18 0.334 2.085 1.997  -0.05
H19 2.677 4.891 -0.548  0.22
H20 2.985 -1.209 -4.695  0.26
H21 3.600 -3.275 -4.867  0.32
N6 3.233 1.435 3.275  -0.42
H22 -0.601 -1.850 4.728  0.36
H23 -0.558 -3.981 0.009  0.16
H24 2.423 -1.419 -6.215  0.31
H25 -2.998 3.890 3.033  0.21
H26 2.799 1.436 4.176  0.14
C6 2.378 1.614 2.221  0.74
N7 2.550 -2.935 1.381  -0.12
O9 -2.216 1.838 -5.682  -0.64
N8 -0.751 2.375 -4.022  -0.28
C7 -0.530 -1.402 3.731  -0.16
H27 -1.333 -2.667 2.485  0.26
H28 0.974 -3.737 3.171  0.27
O10 -1.896 -4.514 2.060  -0.75
H29 0.397 -0.830 3.772  0.15
H30 -0.247 -7.168 1.385  0.16
N9 1.119 1.932 2.620  -0.12
N10 2.204 4.043 -0.290  -0.30
C8 -2.908 3.742 -1.715  -0.64
H31 -0.357 -1.678 0.893  -0.19
H32 -4.019 1.861 3.561  0.19
H33 2.216 -4.698 3.977  0.17
N11 -2.784 3.372 2.201  -0.45
H34 3.294 -2.743 0.729  0.19
C9 2.328 -1.906 -5.236  -0.57
H35 1.359 -1.629 -4.821  0.16
N12 -0.945 -6.581 1.791  -0.43
H36 -2.477 3.931 1.421  0.17
H37 -3.331 1.930 -1.990  0.33
H38 0.352 3.751 -5.789  0.18
N13 0.327 2.857 -0.235  0.02
N14 -0.507 -4.946 0.299  -0.18
C10 -1.172 -5.301 1.439  0.80
H39 -0.666 2.716 -0.328  -0.26
H40 -3.159 4.225 -0.766  0.14

## Properties
SMILES: NC(N)=O.NC(N)=O.NC(N)=O.NC(N)=O.NC(N)=O.NC(N)=O.NC(N)=O.CO.CO.CO
E_HOMO: -9.14 eV
DFT total energy: -1924.23631 Ha
Frontier orbital gap: 0.3359 Eh



ORCA calculation (ωB97M-V/def2-TZVPD) on 10 unconnected molecules or ions with the total composition C10H40N16O10.

Each line ends with the Mulliken charge.
Cartesian coordinates (Å):
H1 31.373 -1.833 -0.622  0.26
H2 35.817 -2.842 -8.417  0.17
H3 30.503 -3.097 -6.861  0.03
C1 27.811 -5.486 -6.181  0.45
C2 31.346 -4.664 -8.843  0.46
H4 33.525 0.388 -6.655  0.32
H5 26.362 3.209 -2.519  0.17
H6 27.691 -5.398 -8.204  0.30
H7 23.854 -1.457 -3.309  0.22
H8 26.945 -0.172 -2.432  0.26
C3 33.443 -0.050 -5.664  -0.55
C4 34.247 -1.885 -9.453  0.50
H9 30.066 0.774 -11.904  0.15
N1 24.576 -1.696 -3.962  -0.28
O1 23.517 -3.625 -4.508  -0.69
N2 32.559 -4.945 -9.413  -0.36
C5 26.085 -0.065 -8.707  0.46
O2 28.144 -2.052 -6.497  -0.45
H10 32.164 -2.905 -1.631  0.27
H11 29.667 -5.487 -8.148  0.23
H12 25.900 -2.091 -5.946  0.12
H13 26.324 0.914 -6.998  0.29
C6 24.408 -2.826 -4.742  0.42
H14 27.641 1.323 -1.904  0.16
H15 27.937 -3.828 -7.365  0.08
H16 25.962 3.292 -4.210  0.24
N3 30.371 -2.451 -6.082  0.01
C7 29.164 -1.918 -5.793  0.58
O3 27.755 -6.704 -6.065  -0.73
H17 30.956 -6.650 -8.637  0.14
H18 27.455 -0.382 -7.261  0.10
O4 26.015 0.839 -4.575  -0.62
N4 27.732 -4.625 -5.135  -0.08
O5 28.828 -2.137 -11.464  -0.64
H19 34.186 -1.564 -4.717  0.28
H20 26.363 -1.032 -10.441  0.22
N5 27.159 0.794 -2.608  -0.39
H21 27.701 -3.636 -5.314  0.02
O6 30.952 -3.507 -8.658  -0.42
H22 28.325 -0.587 -4.446  0.16
O7 24.935 0.292 -8.861  -0.68
H23 32.145 -0.855 -2.627  0.24
C8 26.430 1.427 -3.589  0.54
N6 26.870 0.355 -7.635  -0.49
N7 29.545 -0.060 -12.090  -0.46
H24 27.735 -1.062 -9.343  0.12
N8 30.577 -5.732 -8.513  -0.29
H25 32.551 -1.539 -8.327  -0.03
H26 29.917 -1.078 -4.072  0.00
N9 26.752 -0.952 -9.520  -0.23
N10 35.476 -2.466 -9.280  -0.40
H27 30.491 -1.772 -9.508  0.01
H28 25.319 -3.779 -6.203  0.18
N11 27.832 -4.838 -7.384  -0.36
N12 30.414 -1.071 -10.227  -0.09
H29 28.939 -0.115 -12.887  0.23
H30 33.800 -2.303 -7.456  0.15
H31 27.626 -5.020 -4.220  0.17
C9 29.546 -1.169 -11.289  0.69
H32 36.010 -2.578 -10.124  0.24
O8 31.282 -1.280 -2.659  -0.53
H33 32.830 -5.905 -9.317  0.17
O9 33.829 -1.458 -10.514  -0.64
H34 25.166 -0.953 -4.315  0.23
H35 32.381 -0.205 -5.449  0.10
H36 33.849 0.672 -4.950  0.35
O10 34.211 -1.250 -5.626  -0.48
C10 31.274 -2.263 -1.625  -0.61
H37 30.369 -2.845 -1.748  0.28
N13 25.292 -2.870 -5.777  -0.16
H38 31.078 -2.379 -5.370  0.07
H39 31.052 -0.297 -10.277  0.13
N14 33.492 -1.881 -8.313  -0.04
H40 33.164 -4.195 -9.687  0.21
N15 29.102 -1.191 -4.658  -0.09
N16 26.269 2.765 -3.412  -0.45

## Properties
SMILES: NC(N)=O.NC(N)=O.NC(N)=O.NC(N)=O.NC(N)=O.NC(N)=O.NC(N)=O.NC(N)=O.CO.CO
E_HOMO: -8.81 eV
DFT total energy: -2033.84314 Ha
Frontier orbital gap: 0.3026 Eh